(1)
This record from OMol25 describes a molecular structure, C28H35MnN6O9S in a non-equilibrium geometry. The level of theory is wB97M-V/def2-TZVPD.

Values from the calculation:
total charge: -1
2S+1: 2
relative energy (zero: lowest compared OMol25 entry of this formula, charge and spin): 54.7 kcal per mole
energy: -3642.843063 a.u.
gap between HOMO and LUMO (alpha / beta): 5.680 / 5.591 eV

CARTESIAN COORDINATES (ANGSTROEM)
Mn1 0.102 -0.302 -0.516
C1 -4.399 0.889 2.732
N1 -3.721 1.214 1.502
C2 -4.555 1.441 0.341
C3 -2.387 1.043 1.300
O1 -1.880 1.196 0.203
C4 -1.560 0.593 2.509
O2 -0.243 0.261 2.151
C5 0.771 1.203 2.443
C6 1.259 1.924 1.175
O3 0.598 1.902 0.149
N2 2.320 2.758 1.317
C7 2.868 3.304 0.085
C8 3.273 2.608 2.393
H1 -5.392 1.335 2.710
H2 -4.510 -0.193 2.864
H3 -3.864 1.293 3.590
H4 -5.210 2.297 0.510
H5 -3.890 1.644 -0.498
H6 -5.160 0.559 0.116
H7 -1.578 1.366 3.291
H8 -2.006 -0.328 2.909
H9 0.419 1.942 3.178
H10 1.604 0.624 2.848
H11 2.055 3.393 -0.633
H12 3.292 4.288 0.291
H13 3.623 2.627 -0.329
H14 2.766 2.641 3.356
H15 3.824 1.669 2.296
H16 3.977 3.438 2.343
O4 4.182 0.501 -0.676
S1 2.930 -0.201 -0.552
O5 1.970 0.125 -1.601
O6 2.358 -0.068 0.785
O7 3.294 -1.746 -0.746
C9 -1.896 -1.620 -0.336
C10 -2.121 -2.551 -1.410
C11 -3.007 -2.241 -2.463
C12 -3.268 -3.140 -3.471
C13 -2.667 -4.392 -3.478
C14 -1.775 -4.715 -2.462
C15 -1.514 -3.821 -1.448
H17 -1.675 -2.110 0.615
H18 -2.726 -0.919 -0.265
H19 -3.470 -1.263 -2.481
H20 -3.958 -2.872 -4.260
H21 -2.891 -5.103 -4.261
H22 -1.294 -5.684 -2.456
H23 -0.817 -4.081 -0.664
O8 -1.070 5.118 -6.589
C16 0.121 4.441 -6.855
N3 0.168 3.110 -6.301
C17 -0.159 2.922 -4.964
O9 -0.467 3.893 -4.264
C18 -0.090 1.547 -4.491
C19 0.460 0.489 -5.250
C20 0.421 -0.784 -4.721
C21 -0.151 -0.997 -3.476
N4 -0.613 0.011 -2.704
C22 -0.566 1.234 -3.208
H24 -1.154 5.066 -5.616
H25 0.972 5.003 -6.437
H26 0.235 4.378 -7.941
H27 -0.011 2.340 -6.923
H28 0.928 0.663 -6.209
H29 0.829 -1.616 -5.279
H30 -0.269 -1.998 -3.082
H31 -0.952 2.034 -2.590
N5 3.152 -7.108 0.347
C23 2.818 -6.011 0.265
C24 2.400 -4.670 0.176
C25 2.523 -3.990 -0.996
C26 2.104 -2.563 -1.034
N6 1.054 -2.240 -0.118
C27 1.064 -2.892 1.043
C28 1.748 -4.057 1.288
H32 2.938 -4.433 -1.888
H33 1.806 -2.260 -2.048
H34 0.399 -2.492 1.804
H35 1.694 -4.567 2.237

---

(2)
This record from OMol25 describes a molecular structure, C28H35N5P2Pb in a non-equilibrium geometry. The level of theory is wB97M-V/def2-TZVPD.

Values from the calculation:
relative energy (zero: lowest compared OMol25 entry of this formula, charge and spin): 44.8 kcal per mole
energy: -2237.008533 a.u.
gap between HOMO and LUMO (alpha / beta): 5.917 / 5.917 eV

CARTESIAN COORDINATES (ANGSTROEM)
Pb1 -0.465 -1.219 2.378
C1 1.971 -5.488 -2.425
C2 1.929 -4.728 -1.292
C3 1.618 -3.213 -1.308
C4 0.111 -2.856 -0.992
C5 -1.035 -3.215 -1.943
C6 -0.971 -4.063 -2.966
C7 0.216 -4.168 -3.881
C8 1.014 -5.472 -3.638
C9 -1.213 -3.883 2.901
H1 2.830 -6.146 -2.644
H2 2.198 -5.189 -0.318
H3 1.963 -2.793 -2.262
H4 2.288 -2.714 -0.567
H5 -0.073 -3.393 -0.036
H6 0.088 -1.762 -0.782
H7 -1.988 -2.745 -1.668
H8 -1.841 -4.629 -3.335
H9 0.878 -3.328 -3.697
H10 -0.131 -4.073 -4.932
H11 0.336 -6.319 -3.492
H12 1.574 -5.673 -4.563
H13 -0.472 -4.308 3.574
H14 -1.101 -4.326 1.933
H15 -2.247 -4.007 3.279
P1 -1.597 1.337 1.061
P2 1.494 1.707 1.216
N1 -2.741 1.244 -0.229
N2 -2.732 2.298 2.116
N3 1.887 1.883 -0.530
N4 2.966 2.515 1.779
C10 -0.799 2.817 0.367
C11 0.354 3.189 1.298
C12 -3.395 0.088 -0.656
C13 -4.217 0.437 -1.727
C14 -4.082 1.847 -1.937
C15 -3.200 2.322 -0.986
C16 -3.320 1.751 3.254
C17 -3.979 2.771 3.941
C18 -3.771 3.983 3.219
C19 -3.061 3.650 2.073
C20 1.854 0.804 -1.435
C21 2.103 1.288 -2.714
C22 2.275 2.707 -2.608
C23 2.090 3.049 -1.277
C24 3.865 3.465 1.279
C25 4.799 3.772 2.267
C26 4.439 3.020 3.440
C27 3.306 2.284 3.128
H16 -1.357 3.740 0.186
H17 -0.404 2.500 -0.606
H18 0.851 4.149 1.084
H19 0.021 3.245 2.343
H20 -3.193 -0.865 -0.174
H21 -4.830 -0.246 -2.297
H22 -4.547 2.463 -2.689
H23 -2.825 3.320 -0.850
H24 -3.219 0.694 3.472
H25 -4.531 2.644 4.858
H26 -4.063 4.986 3.500
H27 -2.770 4.277 1.244
H28 1.666 -0.203 -1.092
H29 2.168 0.710 -3.622
H30 2.523 3.399 -3.404
H31 2.084 4.025 -0.810
H32 3.784 3.845 0.277
H33 5.641 4.443 2.176
H34 4.948 3.024 4.392
H35 2.700 1.622 3.725
N5 1.960 -3.653 2.318
C28 1.381 -2.635 2.305

---

(3)
This record from OMol25 describes 7 unconnected molecules or ions with the total composition C28H35N7 in a non-equilibrium geometry. The level of theory is wB97M-V/def2-TZVPD.

Values from the calculation:
relative energy (zero: lowest compared OMol25 entry of this formula, charge and spin): 98.7 kcal per mole
energy: -1471.024023 a.u.
gap between HOMO and LUMO: 8.118 eV
SMILES: c1cc[nH]c1.c1cc[nH]c1.c1cc[nH]c1.c1cc[nH]c1.c1cc[nH]c1.c1cc[nH]c1.c1cc[nH]c1

CARTESIAN COORDINATES (ANGSTROEM)
C1 -8.913 1.043 -4.258
C2 -8.102 0.839 -3.125
C3 -7.573 2.052 -2.822
N1 -7.937 3.006 -3.825
C4 -8.713 2.317 -4.783
H1 -9.425 0.325 -4.881
H2 -7.937 -0.059 -2.548
H3 -6.951 2.392 -2.008
H4 -7.586 3.947 -3.925
H5 -9.102 2.852 -5.637
C5 -0.433 -0.387 0.731
C6 -1.315 0.443 1.342
C7 -2.042 1.141 0.432
N2 -1.790 0.596 -0.800
C8 -0.863 -0.477 -0.589
H6 0.427 -0.889 1.150
H7 -1.272 0.698 2.391
H8 -2.850 1.842 0.582
H9 -2.212 0.832 -1.687
H10 -0.473 -0.949 -1.479
C9 6.169 4.188 -2.408
C10 6.196 4.051 -1.009
C11 4.844 3.823 -0.731
N3 4.162 3.499 -1.810
C12 4.947 3.805 -2.875
H11 6.990 4.621 -2.960
H12 6.979 4.232 -0.288
H13 4.465 3.511 0.231
H14 3.234 3.103 -1.773
H15 4.679 3.666 -3.912
C13 5.790 -1.990 7.338
C14 5.411 -1.611 6.014
C15 6.146 -2.432 5.213
N4 7.025 -3.158 6.011
C16 6.787 -2.957 7.329
H16 5.423 -1.569 8.262
H17 4.838 -0.797 5.593
H18 6.283 -2.416 4.142
H19 7.797 -3.766 5.774
H20 7.302 -3.551 8.069
C17 -2.377 -0.816 -7.012
C18 -0.970 -1.001 -7.126
C19 -0.367 0.242 -6.753
N5 -1.401 1.127 -6.507
C20 -2.603 0.470 -6.600
H21 -2.963 -1.679 -7.294
H22 -0.355 -1.887 -7.178
H23 0.662 0.556 -6.658
H24 -1.338 2.122 -6.344
H25 -3.524 0.873 -6.204
C21 3.120 -6.448 -1.574
C22 3.679 -7.442 -2.336
C23 2.989 -8.532 -1.994
N6 2.324 -8.312 -0.881
C24 2.321 -6.952 -0.597
H26 3.166 -5.369 -1.606
H27 4.431 -7.196 -3.071
H28 3.151 -9.479 -2.488
H29 1.987 -9.037 -0.265
H30 1.674 -6.587 0.187
C25 -3.009 2.811 7.392
C26 -4.207 3.311 7.773
C27 -4.318 4.578 7.269
N7 -3.166 4.949 6.587
C28 -2.312 3.938 6.795
H31 -2.596 1.839 7.621
H32 -5.005 2.766 8.256
H33 -5.171 5.240 7.296
H34 -2.927 5.895 6.326
H35 -1.303 4.203 6.515

---

(4)
This record from OMol25 describes 7 unconnected molecules or ions with the total composition C28H35N7 in a non-equilibrium geometry. The level of theory is wB97M-V/def2-TZVPD.

Values from the calculation:
relative energy (zero: lowest compared OMol25 entry of this formula, charge and spin): 21.7 kcal per mole
energy: -1471.146634 a.u.
gap between HOMO and LUMO: 8.499 eV
SMILES: c1cc[nH]c1.c1cc[nH]c1.c1cc[nH]c1.c1cc[nH]c1.c1cc[nH]c1.c1cc[nH]c1.c1cc[nH]c1

CARTESIAN COORDINATES (ANGSTROEM)
C1 16.011 -1.482 -21.814
C2 15.638 -2.787 -21.403
C3 15.642 -2.770 -20.030
N1 15.968 -1.529 -19.581
C4 16.185 -0.726 -20.662
H1 16.296 -1.131 -22.791
H2 15.409 -3.607 -22.061
H3 15.365 -3.567 -19.360
H4 15.952 -1.247 -18.615
H5 16.420 0.314 -20.510
C5 8.830 -5.271 -15.227
C6 7.413 -5.197 -15.197
C7 7.025 -5.220 -13.878
N2 8.146 -5.344 -13.117
C8 9.254 -5.353 -13.922
H6 9.521 -5.352 -16.051
H7 6.707 -5.226 -16.013
H8 6.035 -5.240 -13.456
H9 8.182 -5.325 -12.115
H10 10.239 -5.382 -13.487
C9 10.377 3.121 -17.552
C10 10.738 3.811 -16.351
C11 11.617 3.023 -15.645
N3 11.726 1.842 -16.334
C12 10.985 1.888 -17.462
H11 9.719 3.508 -18.309
H12 10.598 4.854 -16.114
H13 12.152 3.193 -14.727
H14 12.134 1.013 -15.937
H15 11.095 1.021 -18.098
C13 12.848 -3.237 -16.043
C14 11.536 -2.752 -15.842
C15 11.333 -1.711 -16.707
N4 12.419 -1.676 -17.564
C16 13.332 -2.598 -17.164
H16 13.440 -3.907 -15.441
H17 10.784 -3.086 -15.143
H18 10.484 -1.078 -16.908
H19 12.426 -1.087 -18.376
H20 14.224 -2.666 -17.764
C17 9.803 -4.037 -20.322
C18 8.504 -3.905 -20.861
C19 7.616 -3.797 -19.839
N5 8.339 -3.903 -18.671
C20 9.677 -3.995 -18.947
H21 10.703 -4.107 -20.909
H22 8.218 -3.879 -21.902
H23 6.548 -3.726 -19.720
H24 7.906 -3.842 -17.768
H25 10.355 -4.073 -18.113
C21 13.630 -7.670 -18.259
C22 14.535 -7.816 -19.334
C23 15.372 -6.737 -19.337
N6 15.029 -5.968 -18.248
C24 13.960 -6.513 -17.588
H26 12.899 -8.405 -17.971
H27 14.542 -8.672 -19.988
H28 16.210 -6.346 -19.894
H29 15.559 -5.154 -18.005
H30 13.658 -5.971 -16.707
C25 15.996 2.014 -18.327
C26 15.294 1.117 -17.500
C27 16.247 0.484 -16.732
N7 17.480 1.001 -17.060
C28 17.319 1.918 -18.090
H31 15.517 2.578 -19.114
H32 14.225 1.006 -17.549
H33 16.236 -0.247 -15.937
H34 18.365 0.594 -16.824
H35 18.199 2.358 -18.528

---

(5)
This record from OMol25 describes a molecular structure, C28H36AsN2NiO9P4S3Sb in a non-equilibrium geometry. The level of theory is wB97M-V/def2-TZVPD.

Values from the calculation:
total charge: -1
2S+1: 4
relative energy (zero: lowest compared OMol25 entry of this formula, charge and spin): 48.3 kcal per mole
energy: -8420.027477 a.u.
gap between HOMO and LUMO (alpha / beta): 6.248 / 6.158 eV

CARTESIAN COORDINATES (ANGSTROEM)
Ni1 1.925 -1.207 1.186
S1 6.853 -0.960 2.351
Sb1 4.948 0.200 2.817
S2 0.293 -0.983 2.965
S3 3.512 -1.645 3.101
O1 4.041 -0.170 -2.459
P1 4.131 -0.987 -1.114
O2 5.265 -2.003 -1.346
O3 2.841 -1.532 -0.660
O4 4.724 0.078 -0.048
P2 3.625 1.263 0.287
O5 4.602 2.329 1.001
O6 3.159 1.847 -0.990
O7 2.692 0.731 1.310
H1 3.625 0.679 -2.209
H2 4.785 3.021 0.368
C1 -1.763 -1.417 0.170
C2 -2.944 -0.629 -0.392
As1 -3.407 1.057 0.556
C3 -2.557 2.475 -0.486
C4 -2.385 3.692 0.168
C5 -1.843 4.781 -0.489
C6 -1.455 4.663 -1.814
C7 -1.614 3.456 -2.472
C8 -2.168 2.372 -1.812
C9 -5.189 1.230 -0.296
C10 -6.205 0.409 0.189
C11 -7.498 0.508 -0.290
C12 -7.802 1.444 -1.265
C13 -6.806 2.269 -1.755
C14 -5.513 2.164 -1.272
P3 -0.092 -0.610 0.003
C15 -0.370 0.874 1.032
C16 -0.740 0.498 2.433
C17 -0.523 1.550 3.441
C18 0.035 2.745 3.134
C19 0.360 3.060 1.803
C20 0.184 2.117 0.799
C21 -0.089 -0.217 -1.780
C22 0.675 0.824 -2.301
C23 0.780 1.032 -3.663
C24 0.126 0.196 -4.551
C25 -0.600 -0.873 -4.053
C26 -0.694 -1.089 -2.690
H3 -1.686 -2.389 -0.327
H4 -1.906 -1.625 1.234
H5 -3.843 -1.255 -0.329
H6 -2.797 -0.408 -1.450
H7 -2.674 3.768 1.212
H8 -1.717 5.720 0.034
H9 -1.032 5.513 -2.332
H10 -1.306 3.355 -3.504
H11 -2.294 1.441 -2.350
H12 -5.966 -0.314 0.965
H13 -8.272 -0.137 0.101
H14 -8.815 1.536 -1.633
H15 -7.037 3.003 -2.515
H16 -4.745 2.821 -1.661
H17 -1.767 0.096 2.508
H18 -0.758 1.275 4.459
H19 0.214 3.477 3.911
H20 0.803 4.015 1.561
H21 0.511 2.383 -0.193
H22 1.242 1.454 -1.642
H23 1.395 1.843 -4.022
H24 0.205 0.354 -5.619
H25 -1.086 -1.555 -4.738
H26 -1.232 -1.962 -2.350
N1 1.573 -3.721 3.696
C27 2.538 -4.732 3.251
P4 2.623 -4.502 1.354
O8 2.243 -5.743 0.646
O9 1.703 -3.311 1.154
C28 4.428 -4.143 1.043
N2 4.688 -4.337 -0.382
H27 2.086 -2.880 4.046
H28 0.836 -4.023 4.325
H29 1.179 -3.344 2.774
H30 2.183 -5.737 3.465
H31 3.503 -4.568 3.725
H32 5.012 -4.830 1.660
H33 4.698 -3.128 1.343
H34 3.846 -4.716 -0.815
H35 5.449 -4.987 -0.539
H36 5.050 -2.945 -0.977

---

(6)
This record from OMol25 describes a molecular structure, C28H36B2N5O17Pb2 in a non-equilibrium geometry. The level of theory is wB97M-V/def2-TZVPD.

Values from the calculation:
total charge: +1
energy: -3076.254023 a.u.
gap between HOMO and LUMO: 1.235 eV

CARTESIAN COORDINATES (ANGSTROEM)
Pb1 -12.009 23.102 -0.332
Pb2 -5.895 23.459 -1.817
O1 -7.140 17.769 -2.949
C1 -7.883 16.808 -3.193
O2 -7.437 15.663 -3.698
B1 -8.629 14.745 -3.852
O3 -9.789 15.476 -3.271
C2 -9.487 16.696 -3.005
O4 -10.232 17.570 -2.610
O5 -8.349 13.503 -3.118
C3 -8.389 12.485 -3.929
O6 -8.357 11.283 -3.581
C4 -8.711 13.076 -5.333
O7 -8.857 14.418 -5.282
O8 -8.840 12.350 -6.325
O9 3.090 16.836 3.423
C5 2.003 16.932 2.932
O10 1.132 17.932 3.012
B2 -0.120 17.694 2.251
O11 0.131 16.300 1.689
C6 1.315 15.898 2.008
O12 1.796 14.774 1.746
O13 -1.357 17.781 2.987
C7 -2.172 18.696 2.357
O14 -3.324 19.094 2.611
C8 -1.335 19.227 1.119
O15 -0.198 18.603 1.127
O16 -1.668 20.073 0.283
O17 -9.719 23.507 -3.598
H1 -10.263 23.062 -4.276
C9 -10.598 20.708 -8.644
C10 -9.643 21.444 -9.637
C11 -9.082 22.674 -9.048
C12 -7.913 23.109 -9.717
N1 -6.944 23.484 -10.261
H2 -11.144 19.954 -9.211
H3 -11.400 21.391 -8.363
H4 -10.079 20.276 -7.788
H5 -10.175 21.678 -10.558
H6 -8.811 20.802 -9.926
H7 -8.890 22.568 -7.981
H8 -9.767 23.521 -9.052
C13 -13.668 7.207 -9.785
C14 -13.194 8.308 -8.830
C15 -13.641 9.684 -9.260
C16 -15.107 10.009 -8.973
N2 -16.198 10.196 -8.661
H9 -14.563 6.663 -9.481
H10 -12.903 6.434 -9.843
H11 -13.892 7.620 -10.769
H12 -12.114 8.159 -8.807
H13 -13.414 8.095 -7.784
H14 -13.388 9.847 -10.307
H15 -13.097 10.530 -8.839
C17 -2.808 9.748 -3.147
C18 -2.422 11.026 -2.363
C19 -2.139 12.370 -3.217
C20 -1.483 12.190 -4.544
N3 -0.966 12.044 -5.608
H16 -1.981 9.224 -3.627
H17 -3.583 9.902 -3.897
H18 -3.240 9.029 -2.450
H19 -1.507 10.830 -1.802
H20 -3.117 11.370 -1.597
H21 -1.636 13.088 -2.570
H22 -3.158 12.705 -3.413
C21 -12.552 12.289 2.107
C22 -11.321 13.006 2.478
C23 -11.219 13.571 3.864
C24 -10.183 14.640 3.932
N4 -9.435 15.508 3.997
H23 -13.371 12.946 2.399
H24 -12.717 11.377 2.681
H25 -12.637 12.183 1.026
H26 -11.395 13.880 1.832
H27 -10.379 12.490 2.292
H28 -10.852 12.735 4.460
H29 -12.123 14.043 4.247
C25 -0.760 19.807 -9.849
C26 -1.420 18.761 -9.000
C27 -2.980 18.963 -8.731
C28 -3.229 20.058 -7.820
N5 -3.387 20.924 -7.117
H30 -0.058 19.264 -10.482
H31 -0.245 20.626 -9.347
H32 -1.449 20.280 -10.548
H33 -0.992 18.774 -7.997
H34 -1.195 17.822 -9.507
H35 -3.384 18.044 -8.304
H36 -3.402 19.130 -9.722